{"formula": "C15H32Cl12O3S", "method": "ωB97M-V/def2-TZVPD", "lumo_ev": 0.31, "homo_lumo_gap_ev": 10.90, "e_homo_ev": -10.594, "smiles": "CCOS(C)(=O)=O.ClCCCl.ClCCCl.ClCCCl.ClCCCl.ClCCCl.ClCCCl", "symbols": ["Cl", "Cl", "Cl", "Cl", "Cl", "Cl", "Cl", "Cl", "Cl", "Cl", "Cl", "Cl", "S", "O", "O", "O", "C", "C", "C", "C", "C", "C", "C", "C", "C", "C", "C", "C", "C", "C", "C", "H", "H", "H", "H", "H", "H", "H", "H", "H", "H", "H", "H", "H", "H", "H", "H", "H", "H", "H", "H", "H", "H", "H", "H", "H", "H", "H", "H", "H", "H", "H", "H"], "positions_angstrom": [[1.95450, 1.00229, -2.01970], [-2.51781, 0.75308, 3.32253], [0.62533, -2.45379, -2.56193], [-0.02719, 3.39008, -0.15434], [1.44742, -5.75191, -2.86631], [-5.93587, -0.36580, -3.63588], [0.34687, -4.50661, 0.55691], [-5.03405, -2.48231, 1.97860], [1.25773, -1.07824, 3.18890], [-3.36314, -4.38170, -1.57137], [3.84433, -0.41318, 1.14163], [-2.81406, -0.64408, -2.23217], [3.49760, 5.06119, 1.29888], [2.74378, 6.23466, 1.10549], [4.76028, 5.29120, 1.93536], [2.66445, 4.06911, 2.16931], [1.81507, 3.65355, 4.44111], [-3.30442, -0.83346, 3.31301], [-1.76169, -4.91204, -1.12358], [3.71730, 4.16610, -0.16256], [2.26779, -3.20097, -2.25149], [-1.30296, -4.03383, 0.01201], [2.11886, 4.73016, 3.33434], [-3.41263, -1.30675, -3.73986], [1.36114, 0.03057, 1.80210], [-4.86601, -1.74668, -3.63287], [2.58923, 0.81876, 1.67695], [2.47524, -4.29709, -3.28573], [-0.24416, 2.61942, -1.79645], [-4.31662, -0.85577, 2.20216], [0.21501, 1.23723, -1.90590], [2.67130, 4.03182, -0.70406], [0.16703, 3.31875, -2.47948], [2.68615, 1.54364, 0.84285], [4.17578, 3.20193, 0.12152], [1.09761, 2.98544, 3.99552], [1.25110, 4.04750, 5.31415], [-1.87806, -5.93067, -0.82147], [-1.07307, -4.76836, -1.98336], [-3.29553, -0.52976, -4.48147], [-2.52317, -1.57601, 3.26850], [3.55211, -4.65072, -3.20104], [1.22073, -0.42593, 0.83574], [-2.02050, -4.13870, 0.82539], [2.27365, -3.51303, -1.24975], [1.17849, 5.14743, 2.96567], [2.99125, -2.38994, -2.30175], [2.69780, 3.16330, 4.78885], [-5.12441, -0.15303, 2.35161], [2.87865, 1.19658, 2.60354], [2.25460, -4.01641, -4.29860], [-0.15854, 0.83944, -2.86431], [-3.78756, -0.90841, 4.32696], [-2.75850, -2.27468, -3.87423], [2.77970, 5.54778, 3.71327], [-0.26546, 0.59523, -1.13211], [-5.02680, -2.22508, -4.58926], [0.50616, 0.65534, 1.97007], [-5.08925, -2.39019, -2.80534], [-1.29802, 2.58499, -1.95628], [-1.34116, -3.00877, -0.20827], [-3.84644, -0.56478, 1.29556], [4.30303, 4.81214, -0.80757]]}

=====

{"formula": "C15H32O27S7", "method": "ωB97M-V/def2-TZVPD", "lumo_ev": [-3.54, -10.31], "homo_lumo_gap_ev": [9.17, 2.41], "e_homo_ev": [-12.714, -12.713], "charge": 1, "s2": 0.76, "spin_multiplicity": 2, "symbols": ["S", "S", "S", "S", "S", "S", "S", "O", "O", "O", "O", "O", "O", "O", "O", "O", "O", "O", "O", "O", "O", "O", "O", "O", "O", "O", "O", "O", "O", "O", "O", "O", "O", "O", "C", "C", "C", "C", "C", "C", "C", "C", "C", "C", "C", "C", "C", "C", "C", "H", "H", "H", "H", "H", "H", "H", "H", "H", "H", "H", "H", "H", "H", "H", "H", "H", "H", "H", "H", "H", "H", "H", "H", "H", "H", "H", "H", "H", "H", "H", "H"], "positions_angstrom": [[-24.34428, -13.20395, -9.66187], [-28.52932, -16.52486, -13.00198], [-19.32479, -11.07742, -8.80220], [-26.37338, -13.69805, -15.59763], [-27.53333, -13.84794, -4.46200], [-18.33458, -16.21038, -7.64089], [-24.63537, -17.40008, -9.73010], [-29.54164, -15.71365, -11.98457], [-18.59025, -9.60570, -9.08840], [-24.47460, -11.55838, -9.60453], [-24.72987, -18.84129, -10.53791], [-22.98001, -13.56125, -9.37631], [-23.85542, -16.66076, -11.02679], [-20.38918, -11.40081, -9.77889], [-25.93529, -16.81611, -9.51576], [-19.58077, -11.23534, -7.37272], [-17.93868, -11.89840, -9.13500], [-25.97055, -12.16149, -15.10068], [-25.73054, -14.64283, -14.74585], [-24.48613, -13.04706, -11.30560], [-28.99554, -13.76902, -4.62086], [-25.47723, -13.96461, -9.04862], [-26.28162, -13.80971, -17.04157], [-17.24669, -17.08507, -7.61804], [-18.62902, -15.67752, -9.22677], [-28.70967, -15.96816, -14.36512], [-19.58141, -16.76377, -7.14208], [-28.72153, -18.02920, -12.85337], [-23.62609, -17.50931, -8.72969], [-26.86163, -13.60952, -5.94372], [-27.22477, -15.91401, -12.15859], [-27.98672, -13.48835, -15.10538], [-27.12123, -15.44305, -4.39156], [-26.91151, -13.03714, -3.43830], [-24.00906, -17.28089, -12.24843], [-27.03547, -11.23190, -15.28173], [-16.82044, -11.18750, -8.86138], [-23.72861, -12.00286, -11.88839], [-20.15771, -14.90625, -11.01767], [-27.55421, -14.59652, -11.70592], [-19.92907, -15.02707, -9.49321], [-23.71732, -11.00480, -10.70899], [-27.09205, -16.02261, -5.67973], [-28.37257, -12.08053, -15.20489], [-24.80192, -18.52441, -11.94898], [-26.52634, -14.87177, -6.54756], [-29.06258, -14.40737, -11.65439], [-17.17602, -9.75832, -9.37222], [-18.01785, -14.44819, -6.85184], [-29.05880, -11.80928, -14.40264], [-24.36779, -16.55948, -12.98259], [-27.10025, -10.53608, -14.44523], [-22.74388, -10.85878, -10.24082], [-29.34050, -14.18434, -10.62429], [-28.12243, -16.27133, -5.93383], [-22.98321, -17.46240, -12.56903], [-16.57262, -11.15713, -7.80036], [-18.71829, -13.67464, -7.16666], [-26.88577, -10.63218, -16.17951], [-24.15065, -11.59962, -12.80893], [-26.93774, -14.58718, -10.80704], [-20.08996, -14.11131, -8.92436], [-29.47603, -13.65335, -12.32418], [-22.80262, -12.44112, -12.26064], [-27.13046, -13.86188, -12.39063], [-26.49128, -16.92663, -5.58011], [-28.92396, -11.92147, -16.13159], [-20.24428, -15.84660, -11.56205], [-20.80019, -15.57156, -9.12883], [-24.36313, -19.33356, -12.53280], [-17.04319, -14.16792, -7.25130], [-16.66088, -8.91246, -8.91697], [-27.01084, -14.89771, -7.52361], [-17.94392, -14.50738, -5.76596], [-19.46972, -14.19451, -11.47396], [-25.43772, -14.88882, -6.59950], [-25.84206, -18.42052, -12.25789], [-21.11164, -14.43162, -11.24756], [-15.94211, -11.55609, -9.39126], [-17.02831, -9.67517, -10.44896], [-24.10020, -10.00925, -10.93346]]}

=====

{"formula": "C15H33BN2O6PS", "method": "ωB97M-V/def2-TZVPD", "lumo_ev": 2.36, "homo_lumo_gap_ev": 5.94, "e_homo_ev": -3.578, "charge": -1, "symbols": ["S", "P", "O", "O", "O", "O", "O", "O", "N", "N", "C", "C", "C", "C", "C", "C", "C", "C", "C", "C", "C", "C", "C", "C", "C", "B", "H", "H", "H", "H", "H", "H", "H", "H", "H", "H", "H", "H", "H", "H", "H", "H", "H", "H", "H", "H", "H", "H", "H", "H", "H", "H", "H", "H", "H", "H", "H", "H", "H"], "positions_angstrom": [[-0.00238, -0.99316, -3.24061], [-0.65644, -1.53871, -1.43069], [0.90303, -0.62411, 0.92759], [-2.75026, -3.56832, -0.49155], [4.00525, 5.30678, 0.77915], [0.20685, 0.95391, -0.59072], [-4.00943, -4.63370, -1.94303], [3.11103, 3.30467, 0.99299], [4.62680, -0.39771, -0.57244], [-3.79715, -0.04130, -0.01368], [4.66966, 7.15530, 2.21783], [3.42000, -0.43708, -0.98387], [2.65678, 0.85716, -1.22137], [-2.71410, 0.75387, 0.60041], [3.11031, 4.45202, 1.33111], [-1.52704, -0.08841, 1.10406], [-3.63621, -5.62295, 0.29102], [-6.07295, -5.92539, -1.95644], [2.18988, 4.94685, 2.42278], [2.84411, -1.78454, -1.22565], [-3.40278, -4.54150, -0.74024], [3.94854, 6.71956, 0.95853], [-4.63384, -5.82281, -2.41935], [1.54877, 1.23639, -0.22202], [1.62818, 0.56549, 1.15445], [-0.27309, -0.26669, 0.06270], [-3.17375, 1.22555, 1.47505], [4.67184, 8.24325, 2.30078], [-4.04906, -6.70413, -2.15055], [-3.77780, -6.61596, -0.13131], [-6.55135, -6.80656, -2.38675], [-4.50348, -5.35556, 0.89358], [-4.60219, -5.74836, -3.50549], [-0.14166, -2.83002, -1.14211], [4.44706, 7.14101, 0.08627], [1.56667, 2.31746, -0.19697], [2.04833, -2.03030, -0.53191], [3.62435, -2.53259, -1.12559], [-3.89000, -0.89707, 0.51914], [1.08572, 1.09792, 1.94191], [-2.76082, -5.66941, 0.93381], [2.68247, 0.38996, 1.37105], [1.27964, 4.35285, 2.38840], [-2.02613, -1.75264, -1.58744], [-6.14118, -5.99269, -0.87030], [5.70116, 6.80285, 2.20208], [2.67274, 4.79802, 3.38798], [-1.87610, -1.07949, 1.40561], [-6.63017, -5.03964, -2.26149], [-2.40316, 1.55552, -0.06432], [2.26522, 0.83315, -2.23771], [4.91568, 0.57392, -0.45247], [-3.54693, -0.29149, -0.96273], [2.91720, 7.07455, 0.92948], [2.43727, -1.82975, -2.23633], [4.20010, 6.74301, 3.11114], [3.37870, 1.67128, -1.19939], [-1.11139, 0.39984, 1.98764], [1.89747, 5.98995, 2.31795]]}

=====

| no. | calculated total energy (a.u.) |
| --- | --- |
| 1 | -6736.921303 |
| 2 | -5408.838055 |
| 3 | -1916.789338 |